1.
The following is a DFT calculation (ωB97M-V/def2-TZVPD) of one molecule with the formula C19H25N7O2 in a non-equilibrium geometry.

```
53
Properties=species:S:1:pos:R:3
O -2.54 -1.20 -7.82
N -1.35 -0.94 -7.81
O -0.66 -0.87 -8.82
C -0.72 -0.71 -6.55
C -1.46 -0.78 -5.38
C -0.86 -0.56 -4.16
C 0.51 -0.26 -4.10
N 1.16 -0.03 -2.92
C 0.72 -0.04 -1.62
N 1.66 0.27 -0.74
C 1.26 0.27 0.54
N 2.19 0.57 1.45
C 1.94 0.69 2.87
C 2.97 -0.12 3.66
C 2.70 -0.01 5.15
C 2.71 1.45 5.60
C 1.69 2.25 4.81
C 1.96 2.15 3.31
N 0.03 -0.02 0.94
C -0.83 -0.33 -0.03
N -2.08 -0.63 0.31
C -3.12 -0.99 -0.63
C -4.26 -1.48 0.25
C -4.07 -0.67 1.53
C -2.55 -0.62 1.68
N -0.54 -0.35 -1.34
C 1.25 -0.19 -5.29
C 0.64 -0.42 -6.51
H -2.52 -1.01 -5.44
H -1.42 -0.61 -3.24
H 2.15 0.20 -2.98
H 3.10 0.83 1.09
H 0.94 0.27 3.03
H 2.94 -1.16 3.34
H 3.97 0.27 3.44
H 1.72 -0.45 5.37
H 3.45 -0.58 5.71
H 3.71 1.87 5.44
H 2.49 1.51 6.67
H 0.68 1.87 5.02
H 1.72 3.30 5.12
H 2.94 2.58 3.09
H 1.21 2.71 2.75
H -3.41 -0.11 -1.22
H -2.75 -1.75 -1.32
H -4.14 -2.54 0.46
H -5.23 -1.32 -0.21
H -4.47 0.34 1.40
H -4.56 -1.12 2.39
H -2.18 -1.50 2.22
H -2.19 0.27 2.19
H 2.30 0.04 -5.25
H 1.20 -0.37 -7.43
```

Summary:
Frontier orbital gap = 8.3 eV
Strongest force on any atom = 1.44 eV/Å
Structure (SMILES) = O=[N+]([O-])c1ccc(Nc2nc(NC3CCCCC3)nc(N3CCCC3)n2)cc1
ΔE to the lowest compared entry with this formula, charge and spin = 124.0 kJ/mol
Calculated total energy = -34634.6058 eV


2.
The following is a DFT calculation (ωB97M-V/def2-TZVPD) of C7H10F5N2STc as an isolated structure in a non-equilibrium geometry.

```
26
Properties=species:S:1:pos:R:3
C 2.35 0.75 -1.19
Tc -1.09 -1.37 -0.99
N -1.97 -3.11 -1.48
N -0.35 -0.98 -3.30
H -2.95 -2.86 -1.38
H 2.63 -0.32 -1.19
H 2.83 0.88 -0.19
H 1.16 0.87 -1.28
H 2.70 1.16 -2.18
H -1.20 -0.73 -3.85
H 0.08 -1.78 -3.81
H 0.31 -0.18 -3.46
H -1.78 -3.39 -2.44
H -1.73 -3.82 -0.79
F -0.25 3.66 3.67
C -0.16 2.50 2.98
C -1.29 1.98 2.35
F -2.47 2.63 2.39
C -1.20 0.75 1.69
F -2.27 0.31 0.92
C 0.00 0.00 1.68
S -0.07 -1.65 0.97
C 1.15 0.59 2.28
F 2.36 -0.03 2.12
C 1.06 1.81 2.93
F 2.15 2.34 3.52
```

Summary:
Multiplicity = 4
Frontier orbital gap (spin up / spin down) = 7.1 / 7.4 eV
Strongest force on any atom = 3.31 eV/Å
Net charge = +1
ΔE to the lowest compared entry with this formula, charge and spin = 0.0 kJ/mol
<S²> = 3.7658
Calculated total energy = -37012.9331 eV


3.
The following is a DFT calculation (ωB97M-V/def2-TZVPD) of C36H40N2P2ReS3Si2 as an isolated structure in a non-equilibrium geometry.

```
86
Properties=species:S:1:pos:R:3
Re 0.39 -0.65 -0.39
S -0.72 -2.21 2.24
P 1.17 -1.69 2.01
C 1.37 -0.04 1.30
P 0.70 1.30 2.32
S -1.19 1.75 2.06
C 1.82 2.68 1.91
C 3.13 2.43 1.51
C 4.02 3.47 1.34
C 3.61 4.78 1.57
C 2.30 5.04 1.93
C 1.40 3.99 2.11
C 1.00 1.08 4.10
C -0.08 0.65 4.87
C 0.08 0.43 6.23
C 1.31 0.67 6.82
C 2.38 1.12 6.06
C 2.23 1.33 4.70
C 1.98 -2.80 0.78
C 1.35 -3.97 0.39
C 1.99 -4.84 -0.48
C 3.26 -4.54 -0.95
C 3.89 -3.38 -0.56
C 3.26 -2.50 0.31
C 2.22 -2.09 3.46
C 3.58 -1.77 3.48
C 4.37 -2.22 4.52
C 3.82 -2.98 5.55
C 2.47 -3.27 5.54
C 1.67 -2.83 4.49
H 3.43 1.40 1.34
H 5.04 3.27 1.04
H 4.32 5.59 1.46
H 1.98 6.06 2.08
H 0.37 4.19 2.39
H -1.03 0.49 4.39
H -0.76 0.08 6.81
H 1.44 0.51 7.89
H 3.34 1.30 6.53
H 3.06 1.69 4.11
H 0.36 -4.20 0.77
H 1.49 -5.75 -0.80
H 3.76 -5.22 -1.63
H 4.88 -3.14 -0.93
H 3.75 -1.59 0.61
H 4.01 -1.17 2.69
H 5.42 -1.96 4.55
H 4.44 -3.32 6.36
H 2.02 -3.84 6.35
H 0.61 -3.06 4.47
C 2.40 -1.90 -3.11
Si 2.08 -0.29 -2.09
C 3.77 0.50 -1.74
C 1.33 0.94 -3.36
C 1.95 1.19 -4.58
C 1.45 2.13 -5.47
C 0.31 2.85 -5.13
C -0.31 2.62 -3.91
C 0.17 1.66 -3.02
Si -0.66 1.39 -1.31
C -2.50 0.97 -1.62
C -0.57 3.14 -0.58
H 3.43 -2.25 -2.97
H 2.24 -1.73 -4.18
H 1.74 -2.71 -2.80
H 4.31 0.59 -2.69
H 4.39 -0.08 -1.06
H 3.64 1.51 -1.34
H 2.86 0.65 -4.84
H 1.95 2.32 -6.41
H -0.09 3.59 -5.81
H -1.19 3.19 -3.64
H -3.06 1.86 -1.94
H -2.97 0.61 -0.70
H -2.62 0.21 -2.39
H -0.61 3.88 -1.39
H 0.35 3.31 -0.02
H -1.41 3.32 0.10
N -0.91 -1.38 -3.83
C -1.44 -2.28 -3.01
N -2.28 -3.19 -3.51
S -1.07 -2.34 -1.36
H -1.15 -1.34 -4.81
H -0.27 -0.69 -3.46
H -2.63 -3.13 -4.45
H -2.72 -3.84 -2.88
```

Summary:
Multiplicity = 2
Frontier orbital gap (spin up / spin down) = 6.4 / 6.5 eV
Strongest force on any atom = 2.17 eV/Å
<S²> = 0.9857
Calculated total energy = -109931.7796 eV


4.
The following is a DFT calculation (ωB97M-V/def2-TZVPD) of one molecule with the formula C3H3N3O in a non-equilibrium geometry.

```
10
Properties=species:S:1:pos:R:3
H 2.67 -1.02 -0.21
N 1.97 -0.35 0.13
N 0.84 -0.85 0.05
C -0.32 -0.20 0.27
C -0.72 0.99 -0.26
N 0.10 1.81 -0.95
C 0.30 2.87 -1.45
O 0.65 3.85 -1.96
H -1.08 -0.82 0.73
H -1.78 1.24 -0.22
```

Summary:
Frontier orbital gap (spin up / spin down) = 8.5 / 8.5 eV
Strongest force on any atom = 3.17 eV/Å
Structure (SMILES) = [H]/N=N/C=C\N=C=O
ΔE to the lowest compared entry with this formula, charge and spin = 246.2 kJ/mol
Calculated total energy = -9674.9022 eV


Look up the strongest force on any atom of the first one. 1.44 eV/Å


calculated total energy of number 4 (C3H3N3O)? -9674.9022 eV